# 1
Entry from OMol25: a structure of composition C62H48BrN16O6RbSSe at a distorted geometry (ωB97M-V with the def2-TZVPD basis set).

XYZ file:
```
136
Properties=species:S:1:pos:R:3:mulliken_charge:R:1
H -6.0382 -3.2992 -2.3155 0.461
C 2.2394 3.3278 5.4806 -0.357
N -2.8533 -1.6129 -0.9245 1.624
H 2.0455 4.9020 -6.4797 0.368
C 2.8982 -1.6736 2.6492 0.543
H 2.2401 4.3355 7.3720 0.426
H 0.2847 -9.2465 3.2458 0.413
H 1.3966 -3.3668 0.0917 0.052
H -4.1812 1.1527 -2.2621 0.345
C -3.2681 -2.3495 2.3168 -0.361
C 0.1868 -4.9910 -2.6094 -1.147
H 4.2938 4.5545 -5.7402 0.304
N 0.0938 -4.9555 2.1212 0.038
N 4.4069 2.7653 0.2044 0.235
O 6.0901 4.1492 0.8098 -0.696
C 2.9034 -7.3784 2.0907 -0.764
H 4.9442 -1.2432 2.6763 0.323
H -5.3731 -2.2363 2.6984 0.595
H 1.0038 5.7717 -5.3544 0.354
C -3.5198 -5.0568 2.9322 -1.012
H 2.5268 1.1156 0.8520 1.206
C 4.9117 4.3682 -3.7037 -0.245
C -1.0736 -5.3816 2.5336 -0.298
H -4.4321 -0.1977 3.2608 0.479
Br -6.3110 -4.9321 3.4081 -0.237
C 3.7215 0.5451 -2.6812 -1.423
H -2.7748 -0.3622 -5.7662 0.495
C 1.5854 4.8597 -5.4936 -1.348
H 5.9532 4.2160 -3.9572 0.418
C 0.9426 -6.0467 2.2141 -0.141
H 3.8794 0.1386 3.0337 0.014
C -5.0077 -1.4518 -1.9487 -1.004
N 5.5104 4.1517 -1.3778 -0.008
C 0.0788 2.5862 4.7592 -0.090
C -3.1671 5.4135 -0.6365 -0.498
C 0.2388 -7.1537 2.6911 0.230
H -4.0642 7.3524 -0.6729 0.427
C 0.8374 -8.3933 2.8773 -1.132
C -0.3067 -2.6543 -2.5777 -0.244
C 3.1842 4.5490 -2.0653 -0.295
H 4.0508 0.3342 -3.6898 0.484
H 2.8469 -5.2860 1.5645 0.477
C -2.0621 7.4110 0.1136 -0.510
H -0.6840 1.7743 -2.6774 0.451
C -5.1449 -2.8298 -1.9265 -0.939
H 3.9538 -7.4947 1.8659 0.408
C 2.2509 4.7062 -3.0729 -0.496
H -4.0274 4.8945 -1.0342 0.501
H -1.6124 2.9978 6.0268 0.509
N -2.6462 -2.9867 -6.0034 -0.921
C 2.8525 0.9842 -0.1717 -1.244
H 1.2069 4.8339 -2.8077 0.565
H 0.8850 4.0228 -5.4871 0.210
O 2.9934 2.1412 2.8270 -0.960
C -4.0876 -0.1279 2.2270 -1.123
C -0.9343 5.3080 0.2182 -0.160
C -1.9871 3.1864 -0.4447 0.156
C -1.2715 -3.9950 -4.4004 0.990
N 0.7889 1.5651 2.5495 0.368
C 2.6713 -0.1696 -2.1244 -0.132
C -2.1485 -0.3156 -4.8854 -1.119
H 2.6874 -9.4321 2.6919 0.391
C 3.9692 4.5535 -4.7065 -0.752
C 4.0351 -0.9294 3.1877 -0.899
C 4.5231 4.3522 -2.3724 -0.421
C -1.6490 -1.4963 -4.3397 1.313
H -0.1836 4.1271 7.7192 0.407
C -0.9354 6.6847 0.4331 -1.001
O -1.1244 0.4521 3.7846 -0.584
C -3.8479 -0.8847 -1.4339 1.046
S -0.5958 1.7320 3.3728 0.954
H 1.1907 2.7579 0.2935 0.897
C 5.3569 3.7321 -0.0613 0.141
C -3.1842 6.7765 -0.4251 -0.797
N 0.1832 4.5355 0.5055 0.854
N -1.5213 -5.1189 -5.0151 -0.908
H -2.1564 -3.4921 -0.5120 0.389
Se -2.6098 -4.7379 -6.3874 0.180
C -1.8130 0.8810 -4.2925 -1.028
C -0.4423 -3.8935 -3.1941 0.383
N -0.7438 2.5573 -0.3434 0.748
C 1.8296 2.0904 3.2321 -0.052
H -3.6596 0.8524 2.0400 -0.117
C -4.6099 -4.2290 2.9611 -0.750
N -3.0546 1.1951 -0.5411 1.289
N 2.2613 0.0325 -0.8771 0.615
C -1.8973 -2.8093 -4.9496 0.726
C -2.9926 -2.9331 -0.9163 -0.360
C -4.1148 -3.5911 -1.4020 -1.322
H 1.3946 -5.6326 -0.9534 0.605
H 2.1462 -0.9318 -2.6820 0.195
H 0.9854 4.9546 0.9515 0.327
C 4.3585 1.5214 -1.9375 -0.395
C -0.8560 -1.4185 -3.1982 -0.631
H -0.2472 -3.2779 1.9540 0.403
C -2.0399 4.6584 -0.3108 0.766
H -2.1714 1.8224 -4.6834 0.623
H 4.1352 -1.1341 4.2521 0.361
C -2.2617 -4.5310 2.5913 1.576
C 0.9167 -3.5322 -0.8661 -0.313
O -0.9787 -2.6183 1.8894 0.431
H -4.1694 -4.6696 -1.3711 0.646
H 0.0945 -5.9641 -3.0750 0.540
C 3.8931 1.7804 -0.6589 -0.158
C 2.2979 -6.1500 1.9139 -0.246
N -3.1010 2.5819 -0.6476 -1.301
N 2.0059 -2.2497 2.2202 -0.271
C 0.2628 3.7181 6.8228 -0.642
H -5.7836 -0.8195 -2.3589 0.574
C 2.6209 4.7052 -4.4148 0.672
C -0.5454 3.0897 5.8826 -0.646
C -3.6952 0.5983 -1.4563 -1.779
C 2.1806 -8.4853 2.5645 -0.396
H 5.1829 2.0820 -2.3554 0.784
H -0.0604 7.1680 0.8488 0.461
N -1.0524 -6.6996 2.8987 -0.020
C -2.1329 -3.1895 2.2612 0.202
C 0.2341 3.2371 0.1508 -1.910
C 1.6378 3.8366 6.6253 -0.631
H 6.3763 4.6578 -1.5012 0.293
N -0.5204 -0.2574 -2.6285 0.586
H -3.6428 -6.1052 3.1598 0.461
H -4.9157 -0.3065 1.5342 0.402
H 2.8765 4.5614 -1.0378 0.642
H -2.0717 8.4794 0.2817 0.428
Rb -0.5057 -0.1804 0.8583 0.150
N 0.3080 -2.4915 -1.4102 0.746
C -4.5006 -2.8685 2.6631 -0.496
H 4.2476 2.6174 1.1983 0.233
H 3.3017 3.4197 5.3010 0.581
C 0.8987 -4.8069 -1.4438 -0.704
O -3.0420 -1.0610 2.0010 1.278
O -1.5128 2.5816 2.6466 -0.628
H -1.8224 -7.2292 3.2639 0.199
C -0.9813 0.8542 -3.1695 -0.590
C 1.4327 2.6940 4.5539 -0.318
```

Computed properties:
E_HOMO, Eh: -0.292
Kohn-Sham gap, hartree: 0.2759
Energy, Ha: -9116.9024
LUMO energy, eV: -0.441
ΔE to the lowest compared entry with this formula, charge and spin, kcal per mole: 0.0



# 2
Entry from OMol25: the ion C6H11N2O3P with charge -2 at a distorted geometry (ωB97M-V with the def2-TZVPD basis set).

XYZ file:
```
23
Properties=species:S:1:pos:R:3:mulliken_charge:R:1
H 2.6775 2.5352 0.5065 0.246
C 0.2136 -0.1118 0.4376 -0.264
O -1.3194 -0.7782 2.8117 -0.779
C -2.0249 -0.7581 -0.2802 0.228
C -1.6734 -1.7418 -2.3338 -0.477
H -1.6044 -2.5713 -1.7092 0.490
O -2.3392 0.0637 0.6890 -0.455
O -1.0404 1.6946 2.2466 -0.736
H 1.2026 2.6932 1.5373 0.309
H 3.1894 0.2937 1.3899 0.506
H -1.4606 -1.7426 0.0754 0.197
P -0.9592 0.2726 1.7949 0.698
H -2.3766 -1.8177 -3.2257 0.231
C 2.2176 0.6950 1.5515 -0.630
H 0.0861 -0.6308 -1.8239 0.131
H -0.6848 -0.2686 -3.3022 0.377
C -0.2941 -1.0845 -2.7296 -0.842
H 2.6817 2.8520 2.3146 0.285
N 1.4359 0.1165 0.4870 -0.481
H 1.8340 0.4369 2.6412 0.297
C 2.1376 2.2867 1.4838 -1.004
H 0.4139 -1.7833 -3.0271 0.346
N -2.3131 -0.6518 -1.5352 -0.673
```

Computed properties:
SMILES: CCN=C=P([O-])([O-])O/C=N/CC
E_HOMO, Eh: 0.063
Kohn-Sham gap, hartree: 0.1763
Energy, Ha: -911.7312
Net charge: -2
LUMO energy, eV: 6.514
ΔE to the lowest compared entry with this formula, charge and spin, kcal per mole: 32.3